[1]
Here is a structure of composition C32H26Co2N2O5P from OMol25. Energies are from ωB97M-V/def2-TZVPD.

The geometry in XYZ format:
```
68
Properties=species:S:1:pos:R:3:forces:R:3:lowdin_charge:R:1
O 3.586258 2.895162 -0.074394 -1.6 -1.0 0.0 0.13
C 2.660262 2.201244 -0.105890 1.7 0.9 0.0 -0.11
Co 1.308623 1.071144 -0.280057 0.9 0.2 4.9 0.09
C 1.631720 -0.265270 0.895722 1.6 0.3 2.7 -0.19
O 2.114958 -0.795498 1.832497 -1.6 0.7 -2.4 0.06
C 0.235356 2.142368 0.607287 -2.3 1.8 1.1 -0.16
O -0.387177 2.882944 1.253245 1.3 -1.2 -1.0 0.10
C 0.802498 0.537288 -1.923713 -0.4 1.0 -3.6 -0.27
C 2.168546 0.457882 -1.709477 0.5 -1.5 -2.6 -0.27
C 3.431774 0.256202 -2.188794 0.0 -0.4 0.1 -0.09
C 4.393946 -0.547434 -1.471288 0.9 1.0 0.4 -0.23
C 5.773335 -0.410748 -1.791261 -0.2 -0.3 0.4 -0.06
C 6.747881 -0.938554 -0.955071 -0.3 -0.3 0.3 -0.11
C 6.358813 -1.659090 0.194116 0.0 -0.2 0.1 -0.13
C 5.005403 -1.966808 0.416693 0.4 -0.1 -0.5 -0.12
C 4.036871 -1.443806 -0.438511 0.0 -0.2 -0.3 -0.06
Co -0.150289 -0.814754 -0.980308 0.4 -0.3 0.2 -0.06
C 0.229555 -2.130000 0.109507 0.8 -2.1 0.1 -0.27
O 0.503997 -3.050168 0.769913 -0.6 0.9 -0.5 0.07
C -0.678160 -1.443692 -2.516884 0.6 -0.6 -0.5 -0.21
O -0.965932 -1.838628 -3.568891 0.0 0.5 1.0 0.09
P -1.985387 -0.079449 -0.279434 -0.9 0.2 -0.3 1.04
C -2.285033 0.130896 1.527145 -0.3 -0.3 -0.1 -0.32
C -3.558022 0.435402 2.033743 0.4 0.1 0.5 -0.10
C -3.733145 0.592430 3.412672 0.2 -0.2 -0.1 -0.09
C -2.652715 0.386506 4.285132 0.1 0.0 -0.1 -0.09
C -1.400705 0.012486 3.783127 -0.4 0.1 0.0 -0.06
C -1.232411 -0.127109 2.406246 0.0 0.0 0.2 -0.09
C -2.506075 1.519982 -1.053331 -0.3 -0.3 0.3 -0.32
C -2.944659 2.610662 -0.297086 -0.2 0.0 -0.4 -0.10
C -3.274522 3.812272 -0.926660 0.1 -0.3 -0.2 -0.08
C -3.167746 3.919152 -2.317382 -0.1 0.1 0.2 -0.10
C -2.766418 2.822684 -3.082319 0.1 -0.3 0.3 -0.08
C -2.422289 1.622708 -2.451884 -0.2 0.4 0.2 -0.10
C -3.356606 -1.242326 -0.738780 -0.2 0.4 0.1 -0.31
C -4.464273 -0.858608 -1.507274 0.1 -0.4 0.2 -0.08
C -5.460786 -1.791980 -1.805514 0.1 -0.1 0.1 -0.09
C -5.361630 -3.104524 -1.339692 0.1 0.1 0.0 -0.10
C -4.244373 -3.492928 -0.592278 0.0 0.3 -0.1 -0.08
C -3.244416 -2.566326 -0.294758 -0.3 -0.1 -0.1 -0.08
H 0.313614 1.030225 -2.763515 0.1 0.4 0.2 0.06
H 3.805289 0.808345 -3.063210 -0.6 -0.9 -0.4 0.11
H 6.027400 0.121588 -2.707721 0.1 0.1 0.3 0.10
H 7.812521 -0.803169 -1.181432 -0.4 0.0 0.1 0.09
H 7.118077 -2.025292 0.896217 -0.3 0.1 -0.4 0.09
H 4.709239 -2.669780 1.212706 0.2 0.5 -0.3 0.11
H 2.996588 -1.782660 -0.370740 0.5 0.3 0.0 0.09
H -4.398207 0.560600 1.350484 0.2 0.0 0.2 0.11
H -4.714440 0.866804 3.804150 0.3 -0.1 -0.1 0.10
H -2.790626 0.500482 5.365669 0.0 0.0 -0.4 0.10
H -0.556218 -0.172744 4.453375 -0.3 0.0 -0.2 0.11
H -0.268703 -0.463118 2.023706 -0.5 0.2 0.1 0.05
H -3.064316 2.509500 0.779417 0.2 0.1 -0.3 0.09
H -3.625962 4.645860 -0.321843 0.1 -0.1 -0.2 0.10
H -3.410652 4.866098 -2.803099 0.0 -0.3 0.1 0.10
H -2.716654 2.882452 -4.169829 0.0 0.1 0.3 0.10
H -2.116347 0.759796 -3.049100 0.0 0.3 0.2 0.10
H -4.550996 0.167857 -1.857714 0.0 -0.2 0.1 0.10
H -6.318506 -1.483016 -2.401011 0.1 -0.1 0.1 0.10
H -6.149435 -3.826734 -1.559850 0.2 0.2 0.0 0.09
H -4.149085 -4.516542 -0.239846 0.0 0.1 0.0 0.10
H -2.377847 -2.874516 0.295288 -0.2 0.1 -0.2 0.10
N 4.810380 0.582052 2.299997 0.0 0.3 0.1 -0.06
N 5.078359 -0.290905 3.440732 0.0 0.3 0.5 -0.08
H 4.001771 0.160992 1.842085 0.2 0.2 0.1 0.01
H 4.468585 1.448314 2.720053 -0.1 -0.2 -0.3 0.06
H 5.682496 -1.023634 3.081585 0.2 0.2 0.1 0.03
H 5.636664 0.279438 4.087318 -0.1 -0.5 -0.4 0.05
```
Positions in Å, forces in eV/Å.

- HOMO (eV) = -3.41
- net charge = -1
- lowest unoccupied orbital energy (eV) = 2.63
- gap between HOMO and LUMO (eV) = 6.04

***

[2]
Here is a cluster of 2 separate species, C4H7FO2S in total from OMol25. Energies are from ωB97M-V/def2-TZVPD.

The geometry in XYZ format:
```
15
Properties=species:S:1:pos:R:3:forces:R:3:lowdin_charge:R:1
C -0.910367 -0.856744 2.089173 1.4 1.3 -3.6 0.20
C -0.571035 -1.599686 0.980416 -0.8 3.2 2.2 -0.11
C 0.995119 1.342233 -1.640286 -2.2 -3.4 -1.4 -0.10
C -0.149543 -0.891319 -0.144250 1.7 -1.0 1.7 -0.05
O -0.601333 1.753168 0.364192 -0.3 -0.8 0.9 -0.29
O -1.517085 0.542686 -1.537911 -1.7 -1.0 -1.1 -0.29
F 1.904460 0.179767 0.800046 -1.6 -0.9 -0.9 -0.47
S -0.434103 0.759590 -0.650404 1.8 3.6 -0.9 0.61
H -1.226523 -1.368952 2.888794 -1.1 -1.5 3.2 0.05
H -0.774590 0.229246 2.088877 -0.2 -0.4 0.1 0.09
H -0.537116 -2.644586 1.130440 0.0 -1.0 -0.7 0.11
H 0.740050 1.909398 -2.524140 -1.0 0.1 0.0 0.07
H 1.548273 1.909365 -1.012660 2.3 1.1 2.0 0.02
H 1.364365 0.375066 -2.017646 0.9 0.6 0.3 0.07
H 0.169429 -1.639233 -0.814639 0.9 0.2 -1.9 0.11
```
Positions in Å, forces in eV/Å.

- HOMO (spin up / spin down) (eV) = -10.00 / -10.00
- lowest unoccupied orbital energy (spin up / spin down) (eV) = -2.92 / -2.92
- gap between HOMO and LUMO (spin up / spin down) (eV) = 7.08 / 7.07

***

[3]
Here is the ion C4H4NO3 with charge -1 from OMol25. Energies are from ωB97M-V/def2-TZVPD.

The geometry in XYZ format:
```
12
Properties=species:S:1:pos:R:3:forces:R:3:lowdin_charge:R:1
C 1.630523 -0.825629 -0.120556 1.1 3.4 2.2 -0.09
N 0.380621 -0.232862 -0.461171 -2.0 -0.3 -0.5 -0.08
O -0.780163 -1.125901 -0.281066 0.7 1.6 0.4 0.01
C -1.807239 -0.234485 0.084316 -2.5 -0.2 0.6 -0.50
O -2.962803 -0.701453 0.236458 2.1 0.5 -0.4 -0.05
C -1.354092 1.130875 0.240084 -2.1 -1.8 -0.3 0.01
C -0.026412 1.101703 -0.053072 2.6 -1.2 -0.3 -0.56
O 0.919534 1.870116 -0.045952 0.8 2.0 0.2 -0.04
H 1.812152 -1.106018 0.916335 -0.6 0.2 0.8 0.07
H 1.768846 -1.697654 -0.590038 0.5 -3.1 -2.5 0.02
H 2.507941 -0.119667 -0.296524 -1.5 -0.7 -0.4 0.11
H -2.088908 1.940977 0.371190 0.9 -0.5 0.0 0.10
```
Positions in Å, forces in eV/Å.

- HOMO (eV) = -3.77
- net charge = -1
- lowest unoccupied orbital energy (eV) = 4.05
- structure (SMILES) = Cn1oc(=O)cc1[O-]
- gap between HOMO and LUMO (eV) = 7.82

***

Energy relative to the best compared isomer or geometry (same formula, charge and spin)? In order: 1.2; 544.5; 154.8 kJ/mol.
Max |F|? In order: 0.0972; 0.0839; 0.0831 hartree/bohr.